--- P ---
Formula: C8H20N2
Source: the OMol25 dataset
Level of theory: the ωB97M-V functional and the def2-TZVPD basis

```
30
Properties=species:S:1:pos:R:3:mulliken_charge:R:1
H -2.916 1.516 1.104 0.386
C 0.682 -1.633 -0.871 -1.952
H -2.951 1.011 -1.538 0.299
H 2.606 0.015 1.506 0.377
C -2.086 0.359 -1.689 -0.858
N 0.385 0.732 0.211 -0.480
C -1.123 -0.553 1.820 -1.600
H 3.057 -1.514 0.744 0.430
H -1.781 2.377 0.067 0.419
H -0.547 -0.081 2.619 0.331
C -1.211 0.332 0.583 0.917
H 0.798 1.269 0.970 0.431
H 1.586 -1.418 1.711 0.363
C 2.213 -0.876 1.003 -1.668
C 2.370 0.200 -1.254 -1.899
H -1.273 0.983 -2.105 0.231
H -0.678 -1.512 1.567 0.301
N -1.731 -0.380 -0.492 -0.408
C -1.857 1.676 0.899 -1.733
H 0.736 -2.560 -0.302 0.250
H 0.303 1.359 -0.585 0.442
H -2.135 -0.737 2.178 0.437
H 2.778 1.124 -0.829 0.375
H -0.864 -1.123 -0.744 0.575
H -1.403 2.132 1.781 0.460
H -2.350 -0.363 -2.464 0.353
H 3.203 -0.453 -1.517 0.467
C 1.451 -0.528 -0.274 1.985
H 1.837 0.441 -2.177 0.450
H 0.901 -1.795 -1.924 0.317
```

Results
Spin multiplicity   1
E_HOMO   -6.24 eV
Charge   0

---

--- Q ---
Formula: C8H20N2
Source: the OMol25 dataset
Level of theory: the ωB97M-V functional and the def2-TZVPD basis

```
30
Properties=species:S:1:pos:R:3:mulliken_charge:R:1
H -1.929 1.427 0.549 0.296
N -1.891 -0.197 -1.205 -0.727
C 0.724 -1.156 0.322 -0.961
H -1.479 0.259 1.820 0.228
C -3.587 0.301 1.376 -1.365
H -0.445 0.812 -1.305 0.320
H 1.505 -2.828 -0.800 0.346
H -3.789 -0.704 1.747 0.347
H -3.811 1.017 2.166 0.375
H 0.508 -1.753 -1.747 0.293
H 0.991 1.057 -2.286 0.364
H 3.368 -0.464 -0.048 0.401
H 0.522 2.275 -1.083 0.342
C 0.613 -2.209 -0.755 -1.421
H 1.590 -1.349 0.955 0.641
C 2.804 0.117 -0.778 -1.899
H -1.775 -0.997 -1.842 0.258
H 2.712 -0.476 -1.687 0.400
H -0.060 -1.195 1.071 0.591
N -1.831 -0.612 -0.018 0.126
H 3.386 1.010 -1.019 0.470
H 2.071 0.732 1.828 0.343
C 0.621 1.203 -1.269 -1.557
C -2.124 0.427 0.956 0.025
C 1.440 0.508 -0.235 2.043
H -4.241 0.496 0.527 0.349
H 2.170 2.211 0.879 0.470
H 0.601 1.630 1.417 0.317
H -0.236 -2.853 -0.586 0.324
C 1.573 1.311 1.049 -1.740
```

Results
Spin multiplicity   1
E_HOMO   -8.97 eV
Charge   0
SMILES   CCC(C)(C)C.[H]/N=N/CC

---

Which structure is the least stable? The one labeled Q.

---

--- P ---
Formula: C9H7N
Source: the OMol25 dataset
Level of theory: the ωB97M-V functional and the def2-TZVPD basis

```
17
Properties=species:S:1:pos:R:3:mulliken_charge:R:1
H -0.515 1.542 1.854 0.380
C -0.821 -1.713 1.688 -0.320
H -0.333 -4.319 -0.032 0.428
C -0.046 -3.307 -0.248 -0.695
C 0.609 -1.632 -1.422 -0.427
H -0.170 1.349 -1.691 0.351
H 1.206 -1.130 -2.162 0.426
C -0.359 -2.175 0.534 0.482
C 0.015 -1.014 -0.316 0.863
H -1.634 -0.315 3.095 0.418
C -0.494 0.546 1.441 -0.479
C -0.041 0.304 0.166 0.784
H 0.138 2.391 -0.291 0.386
C -1.076 -0.513 2.198 -0.777
N 0.518 -2.963 -1.391 -0.619
H 1.427 1.373 -0.950 0.322
C 0.358 1.427 -0.743 -1.523
```

Results
Spin multiplicity   1
E_HOMO (alpha / beta)   -8.07 / -8.27 eV
Charge   0
SMILES   CC1=CC=C=C2C=NC=C21

---

--- Q ---
Formula: C9H7N
Source: the OMol25 dataset
Level of theory: the ωB97M-V functional and the def2-TZVPD basis

```
17
Properties=species:S:1:pos:R:3:mulliken_charge:R:1
C 0.940 0.097 1.192 -0.006
N -2.362 -0.162 -1.643 -0.535
H -3.293 0.534 0.051 0.472
H 0.394 -0.588 -3.649 0.368
C 2.216 -0.506 1.634 -1.313
H 2.563 -0.233 2.607 0.401
C -1.072 0.657 0.188 -0.304
C -0.251 0.477 1.564 -0.513
H -0.436 0.743 2.577 0.432
C -2.419 0.343 -0.457 -0.240
C -1.324 -0.474 -2.343 0.363
C -0.059 -0.459 -2.669 -0.760
H 2.929 -0.161 0.861 0.295
H 2.106 -1.546 1.695 0.291
C 0.556 -0.461 -1.415 0.144
C 0.368 -0.033 -0.213 0.663
H -0.857 1.772 0.020 0.243
```

Results
Spin multiplicity   1
E_HOMO (alpha / beta)   -7.11 / -7.11 eV
Charge   0

---

Which structure is the least stable? The one labeled Q.

---

--- P ---
Formula: C2H2OS
Source: the OMol25 dataset
Level of theory: the ωB97M-V functional and the def2-TZVPD basis

```
6
Properties=species:S:1:pos:R:3:mulliken_charge:R:1
O 1.509 0.975 -0.303 -0.247
H 1.971 -1.297 -0.340 0.155
C -1.445 0.858 0.204 -0.114
H -2.555 0.867 0.444 0.334
S 2.485 -0.019 0.230 0.074
C -0.276 0.932 0.244 -0.202
```

Results
Spin multiplicity   1
E_HOMO (alpha / beta)   -9.34 / -9.34 eV
Charge   0

---

--- Q ---
Formula: C2H2OS
Source: the OMol25 dataset
Level of theory: the ωB97M-V functional and the def2-TZVPD basis

```
6
Properties=species:S:1:pos:R:3:mulliken_charge:R:1
H 0.822 0.406 -1.329 0.348
S 1.131 2.141 0.459 0.048
H -0.576 -0.676 1.311 0.256
C -0.091 0.277 0.837 -0.208
O 0.374 1.154 1.787 -0.296
C 0.473 0.682 -0.330 -0.147
```

Results
Spin multiplicity   1
E_HOMO   -8.87 eV
Charge   0

---

--- R ---
Formula: C2H2OS
Source: the OMol25 dataset
Level of theory: the ωB97M-V functional and the def2-TZVPD basis

```
6
Properties=species:S:1:pos:R:3:mulliken_charge:R:1
C -0.369 0.672 0.567 -0.190
C 0.153 -0.072 -0.210 -0.513
S 3.004 0.258 -0.059 0.278
H -0.796 1.328 1.391 0.327
H 0.642 -0.814 -0.903 0.396
O 3.569 -1.051 -0.241 -0.298
```

Results
Spin multiplicity   1
E_HOMO (alpha / beta)   -8.86 / -8.80 eV
Charge   0
SMILES   C#C.O=S

---

Which structure is the least stable? The one labeled P.

---

--- P ---
Formula: C7H14N
Source: the OMol25 dataset
Level of theory: the ωB97M-V functional and the def2-TZVPD basis

```
22
Properties=species:S:1:pos:R:3:mulliken_charge:R:1
H 4.510 0.082 0.178 0.345
H -3.911 -1.916 0.032 0.399
H 2.504 1.596 1.204 0.324
H -1.400 -2.332 0.881 0.406
H -4.350 -0.346 -0.592 0.368
C 2.269 1.429 0.177 -0.973
C -2.075 0.892 -0.431 -1.017
H -0.968 1.101 -0.739 0.198
C -2.394 -0.442 0.134 1.213
H 4.019 -1.559 0.004 0.332
N 1.537 -0.911 -0.148 -0.535
H -4.283 -0.566 1.190 0.314
C -1.620 -1.327 0.690 -0.393
H 3.863 -0.322 -1.405 0.280
C 3.839 -0.547 -0.325 -1.040
H 2.836 2.169 -0.358 0.370
H 0.484 -0.693 -0.001 0.045
H 1.215 1.680 0.108 0.169
C 2.476 -0.079 -0.089 0.745
C -3.783 -0.792 0.229 -1.283
H -2.144 1.575 0.474 0.314
H -2.621 1.307 -1.214 0.418
```

Results
Spin multiplicity   1
E_HOMO (alpha / beta)   -12.89 / -12.89 eV
Charge   +1

---

--- Q ---
Formula: C7H14N
Source: the OMol25 dataset
Level of theory: the ωB97M-V functional and the def2-TZVPD basis

```
22
Properties=species:S:1:pos:R:3:mulliken_charge:R:1
H -1.815 -1.968 -0.088 0.455
H 1.939 -0.879 1.910 0.370
H 2.493 -1.453 -0.907 0.443
C 1.239 -0.120 1.516 -1.118
H 1.258 0.657 2.253 0.402
H 0.722 1.845 -0.521 0.405
C 1.427 -1.448 -0.617 -1.397
H 2.441 1.569 -0.638 0.360
H 1.369 -2.461 -0.116 0.352
C 1.324 -0.108 0.034 1.423
H -2.177 0.895 -1.949 0.278
H -3.098 1.299 -0.396 0.400
H 0.909 -1.483 -1.532 0.430
H 1.351 0.976 -1.840 0.432
H -1.459 2.032 -0.924 0.256
C -1.964 -1.084 0.341 0.167
N -1.367 0.174 -0.034 0.023
C -2.030 -0.136 1.246 -0.753
C -2.094 1.140 -0.811 -1.007
H 0.307 -0.701 1.663 0.285
H -2.191 0.129 2.276 0.317
C 1.417 1.126 -0.864 -1.520
```

Results
Spin multiplicity   1
E_HOMO   -12.47 eV
Charge   +1

---

Which structure is the least stable? The one labeled Q.

---

--- P ---
Formula: C2H4N2S2
Source: the OMol25 dataset
Level of theory: the ωB97M-V functional and the def2-TZVPD basis

```
10
Properties=species:S:1:pos:R:3:mulliken_charge:R:1
N -1.601 -0.696 -0.073 -0.476
C -0.217 -0.560 -0.254 0.637
H 1.663 2.197 -0.002 0.145
S 0.091 1.706 1.509 -0.288
S 1.463 1.268 -0.908 -0.067
H -2.216 0.096 0.362 0.261
C 0.437 0.604 0.235 -0.127
N 0.587 -1.588 -0.608 -0.660
H -1.891 -1.765 -0.024 0.289
H 1.684 -1.263 -0.237 0.286
```

Results
Spin multiplicity   1
E_HOMO   -8.89 eV
Charge   0

---

--- Q ---
Formula: C2H4N2S2
Source: the OMol25 dataset
Level of theory: the ωB97M-V functional and the def2-TZVPD basis

```
10
Properties=species:S:1:pos:R:3:mulliken_charge:R:1
N -0.920 1.537 0.037 -0.450
S 2.194 -2.392 1.476 -0.292
C 1.298 -1.397 0.659 -0.158
N -0.253 -0.487 -1.172 -0.654
C -0.352 0.433 -0.259 0.618
S 0.683 0.070 1.180 -0.183
H 1.033 -1.364 -0.416 0.393
H -0.713 2.034 0.863 0.207
H -1.896 2.114 -0.415 0.312
H -1.072 -0.548 -1.953 0.207
```

Results
Spin multiplicity   1
E_HOMO   -8.08 eV
Charge   0
SMILES   [H]/N=C(\N)SC=S

---

Which structure is the least stable? The one labeled Q.

---

--- P ---
Formula: C2H4N2S2
Source: the OMol25 dataset
Level of theory: the ωB97M-V functional and the def2-TZVPD basis

```
10
Properties=species:S:1:pos:R:3:mulliken_charge:R:1
H 1.142 -2.023 0.171 -0.230
C -0.087 0.183 0.919 -0.278
N 0.439 1.043 0.080 0.472
H 0.502 -0.082 1.886 0.420
N -0.362 1.225 -1.008 -0.594
S -1.582 -0.470 0.455 -0.021
S 1.807 1.941 0.319 -0.341
C -1.404 0.501 -0.957 -0.064
H 1.623 -2.625 -0.049 0.255
H -2.078 0.306 -1.816 0.380
```

Results
Spin multiplicity   1
E_HOMO (alpha / beta)   -7.81 / -7.81 eV
Charge   0

---

--- Q ---
Formula: C2H4N2S2
Source: the OMol25 dataset
Level of theory: the ωB97M-V functional and the def2-TZVPD basis

```
10
Properties=species:S:1:pos:R:3:mulliken_charge:R:1
H 2.213 0.830 -0.359 0.340
H 1.548 -1.585 0.099 0.244
C -1.157 0.241 -0.003 0.396
S -2.384 -0.842 0.152 -0.174
H 0.812 1.758 -0.171 0.287
C 0.327 -0.025 -0.034 0.239
H -1.535 -1.883 0.068 0.155
N 1.302 0.963 0.425 -0.557
N 0.620 -1.223 -0.158 -0.587
S -1.746 1.767 -0.019 -0.343
```

Results
Spin multiplicity   1
E_HOMO   -8.87 eV
Charge   0

---

Which structure is the least stable? The one labeled P.